[1]
Entry from the Open Molecules 2025 dataset: a molecular structure, C46H47ClN4O4P2V in a non-equilibrium geometry (the ωB97M-V functional and the def2-TZVPD basis).

Values from the calculation:
LUMO (alpha / beta) = -0.824 / -0.818 eV
ΔE to the lowest compared entry with this formula, charge and spin = 321.23 kJ/mol
Multiplicity = 2

Each line ends with the Löwdin charge.
Element x y z (Å)
V  -0.218  0.143  -0.264  0.6778
C  0.699  2.161  2.347  -0.0843
P  1.352  0.215  2.312  0.9688
C  1.705  -1.543  2.927  -0.2519
C  2.861  -1.988  3.552  -0.0620
C  2.943  -3.307  3.973  -0.0650
C  1.878  -4.179  3.795  -0.0599
C  0.714  -3.737  3.185  -0.0880
C  0.630  -2.417  2.773  -0.1998
C  2.982  0.831  2.895  -0.3652
C  4.022  1.077  2.011  -0.0621
C  5.230  1.577  2.478  -0.0695
C  5.397  1.841  3.829  -0.0858
C  4.364  1.582  4.720  -0.0823
C  3.160  1.082  4.253  -0.1150
C  -0.416  2.492  1.477  -0.4020
C  -1.539  3.262  1.780  -0.0700
C  -2.198  3.520  0.565  -0.0524
C  -1.466  2.869  -0.418  -0.3804
C  -1.450  2.903  -1.917  -0.2295
P  -0.141  1.648  -2.286  1.0815
C  -0.405  1.555  -4.117  -0.3254
C  -0.799  0.389  -4.765  -0.0775
C  -1.068  0.398  -6.128  -0.0661
C  -0.933  1.567  -6.857  -0.0857
C  -0.521  2.732  -6.223  -0.0778
C  -0.262  2.726  -4.865  -0.0959
C  1.456  2.537  -2.348  -0.3292
C  2.436  2.062  -3.224  -0.0963
C  3.689  2.648  -3.261  -0.0705
C  3.981  3.723  -2.432  -0.0883
C  3.015  4.201  -1.562  -0.0826
C  1.761  3.608  -1.512  -0.0779
N  -0.396  2.227  0.131  -0.0939
H  1.635  2.593  1.996  0.0976
H  0.510  2.424  3.385  0.0924
H  3.712  -1.334  3.675  0.1029
H  3.863  -3.664  4.417  0.1053
H  1.970  -5.213  4.098  0.1069
H  -0.095  -4.424  2.980  0.1061
H  -0.238  -2.047  2.243  0.0517
H  3.875  0.873  0.956  0.1154
H  6.038  1.761  1.782  0.1055
H  6.330  2.252  4.193  0.1013
H  4.491  1.771  5.779  0.1028
H  2.348  0.874  4.942  0.1120
H  -1.795  3.633  2.760  0.1048
H  -3.079  4.124  0.414  0.0962
H  -1.188  3.890  -2.310  0.0928
H  -2.385  2.588  -2.385  0.0820
H  -0.876  -0.543  -4.218  0.0794
H  -1.382  -0.515  -6.616  0.1074
H  -1.159  1.578  -7.915  0.1014
H  -0.397  3.647  -6.789  0.1030
H  0.064  3.636  -4.377  0.1075
H  2.215  1.228  -3.879  0.1037
H  4.444  2.265  -3.935  0.1060
H  4.958  4.188  -2.470  0.1009
H  3.240  5.038  -0.913  0.1017
H  1.021  3.978  -0.816  0.1005
N  -2.746  -0.135  -2.008  0.1249
C  -2.976  -1.461  -1.649  -0.2826
C  -4.216  -1.825  -1.128  -0.0807
C  -4.480  -3.132  -0.749  -0.1290
C  -3.511  -4.106  -0.936  -0.0939
C  -2.287  -3.755  -1.490  -0.0330
C  -1.981  -2.438  -1.821  -0.1331
C  -0.623  -2.121  -2.348  -0.2372
C  -0.140  -2.888  -3.411  -0.0501
C  1.126  -2.687  -3.931  -0.0849
C  1.966  -1.745  -3.353  -0.0858
C  1.509  -0.985  -2.292  -0.1937
C  0.216  -1.133  -1.761  -0.3019
H  -2.065  -0.013  -2.740  0.0307
H  -3.575  0.428  -2.107  0.0981
H  -4.978  -1.057  -1.022  0.1017
H  -5.452  -3.391  -0.343  0.0900
H  -3.714  -5.134  -0.664  0.0954
H  -1.531  -4.513  -1.624  0.1081
H  -0.789  -3.640  -3.844  0.1153
H  1.463  -3.269  -4.780  0.0972
H  2.975  -1.615  -3.726  0.1069
H  2.192  -0.285  -1.819  0.0933
O  2.506  -3.203  -0.412  -0.6097
Cl  1.128  -2.838  0.088  0.8270
O  0.203  -4.049  0.095  -0.6114
O  1.425  0.031  0.780  -0.4410
O  -1.260  -0.687  0.507  -0.3472
N  -3.895  -1.747  3.198  0.0668
C  -2.549  -1.967  3.814  -0.0930
C  -1.976  -0.622  4.299  -0.1835
N  -2.012  0.416  3.290  -0.0444
C  -3.336  0.580  2.725  -0.1793
C  -3.838  -0.722  2.108  -0.1096
H  -4.535  -1.413  3.921  0.1761
H  -4.248  -2.628  2.823  0.1811
H  -1.901  -2.378  3.045  0.1052
H  -2.640  -2.680  4.633  0.1353
H  -0.938  -0.779  4.597  0.1162
H  -2.540  -0.270  5.173  0.1221
H  -1.333  0.244  2.549  0.0491
H  -3.279  1.350  1.954  0.1104
H  -4.013  0.921  3.521  0.1268
H  -3.109  -1.033  1.356  0.0943
H  -4.828  -0.633  1.664  0.1301

=====

[2]
Entry from the Open Molecules 2025 dataset: a molecular structure, C46H47IN12OSSeTl (the ωB97M-V functional and the def2-TZVPD basis).

Values from the calculation:
LUMO = -2.502 eV
Charge = +1
ΔE to the lowest compared entry with this formula, charge and spin = 11.10 kJ/mol

Each line ends with the Löwdin charge.
Element x y z (Å)
Tl  -0.062  0.190  -0.746  0.6231
C  5.457  1.958  0.469  -0.0618
N  4.236  1.160  0.586  -0.1051
C  3.012  1.441  0.146  -0.2075
N  2.192  0.453  0.457  -0.0102
C  3.003  -0.434  1.107  -0.2431
N  4.254  -0.053  1.199  0.1364
C  5.667  2.548  -0.906  -0.2017
C  6.284  3.788  -1.016  -0.0324
C  6.538  4.338  -2.264  -0.0508
C  6.171  3.661  -3.413  -0.0069
C  5.552  2.420  -3.310  -0.1250
C  5.303  1.863  -2.059  0.0222
C  5.198  1.705  -4.537  -0.2965
N  5.422  2.061  -5.752  0.1316
N  4.939  1.032  -6.559  0.1324
C  4.460  0.142  -5.764  -0.2892
O  4.583  0.502  -4.463  0.0970
C  3.866  -1.155  -6.097  -0.1275
C  3.807  -1.560  -7.428  -0.0078
C  3.295  -2.807  -7.736  -0.0492
C  2.817  -3.641  -6.731  -0.0229
C  2.849  -3.230  -5.407  -0.1922
C  2.276  -4.106  -4.314  -0.0625
N  1.263  -3.411  -3.521  -0.1125
C  1.417  -2.668  -2.424  -0.1769
N  0.281  -2.074  -2.124  -0.0336
C  -0.567  -2.515  -3.094  -0.1880
N  -0.010  -3.324  -3.968  0.1402
C  3.386  -1.988  -5.095  0.0271
H  6.271  1.289  0.731  0.1352
H  5.429  2.753  1.212  0.1264
H  2.762  2.340  -0.394  0.1145
H  2.660  -1.367  1.531  0.0649
H  6.572  4.329  -0.120  0.1168
H  7.023  5.305  -2.338  0.1134
H  6.360  4.077  -4.395  0.1213
H  4.826  0.892  -1.999  0.1189
H  4.166  -0.894  -8.203  0.1208
H  3.256  -3.133  -8.769  0.1132
H  2.410  -4.614  -6.984  0.1180
H  3.056  -4.437  -3.632  0.1346
H  1.788  -4.976  -4.740  0.1264
H  2.349  -2.576  -1.881  0.1447
H  -1.608  -2.224  -3.148  0.1198
H  3.429  -1.648  -4.066  0.1079
I  -0.212  -2.111  1.332  1.1089
C  -2.286  -2.028  1.023  -0.5770
C  -3.008  -2.895  1.787  -0.1507
C  -4.416  -2.918  1.692  -0.0595
C  -5.046  -2.063  0.840  -0.0225
C  -4.311  -1.150  0.044  -0.1517
C  -5.001  -0.262  -0.822  -0.0198
C  -4.326  0.603  -1.626  -0.0551
C  -2.913  0.636  -1.582  -0.1338
C  -2.217  -0.183  -0.738  -0.2700
C  -2.883  -1.115  0.105  -0.2437
H  -2.506  -3.568  2.471  0.0926
H  -4.980  -3.612  2.301  0.1136
H  -6.127  -2.070  0.751  0.1203
H  -6.086  -0.292  -0.829  0.1204
H  -4.860  1.271  -2.293  0.1139
H  -2.391  1.326  -2.238  0.0902
Se  1.460  0.948  -2.776  0.7364
C  0.379  2.416  -3.400  -0.6365
C  -0.575  2.201  -4.391  -0.1368
C  -1.359  3.258  -4.845  -0.0756
C  -1.191  4.531  -4.318  -0.0786
C  -0.224  4.754  -3.346  -0.0836
C  0.561  3.700  -2.889  -0.1535
H  -0.700  1.208  -4.806  0.1021
H  -2.097  3.085  -5.620  0.1086
H  -1.804  5.353  -4.673  0.1074
H  -0.072  5.751  -2.949  0.1089
H  1.327  3.878  -2.142  0.0943
C  0.542  2.847  1.538  -0.1643
C  0.087  3.903  2.581  -0.1418
N  -1.367  4.072  2.527  -0.1535
C  -2.006  2.804  2.895  -0.1307
C  -1.498  1.656  1.979  -0.1526
N  -0.641  2.218  0.905  -0.1956
C  -1.416  3.257  0.188  -0.1324
C  -1.744  4.427  1.157  -0.1372
H  1.125  2.057  2.010  0.0581
H  1.140  3.305  0.744  0.1050
H  0.554  4.870  2.390  0.1168
H  0.359  3.588  3.590  0.1152
H  -3.086  2.930  2.805  0.1209
H  -1.779  2.590  3.939  0.1186
H  -2.329  1.130  1.515  0.1031
H  -0.901  0.935  2.542  0.0446
H  -2.327  2.789  -0.179  0.1053
H  -0.841  3.596  -0.674  0.0971
H  -2.807  4.668  1.131  0.1193
H  -1.192  5.327  0.881  0.1182
S  1.114  -0.014  4.117  0.5700
C  2.268  0.226  5.337  -0.8491
N  3.273  1.111  5.199  0.0113
C  4.309  1.371  6.202  -0.1671
C  3.743  1.084  7.579  -0.1666
C  3.187  -0.325  7.582  -0.1642
N  2.218  -0.455  6.493  0.0106
H  3.300  1.580  4.313  0.1110
H  4.617  2.411  6.118  0.1215
H  5.185  0.746  6.016  0.1220
H  2.941  1.792  7.796  0.1256
H  4.516  1.192  8.340  0.1219
H  2.683  -0.542  8.521  0.1241
H  3.995  -1.047  7.459  0.1228
H  1.470  -1.122  6.562  0.1196

=====

[3]
Entry from the Open Molecules 2025 dataset: a molecular structure, C46H48AsCrN3 in a non-equilibrium geometry (the ωB97M-V functional and the def2-TZVPD basis).

Values from the calculation:
LUMO (alpha / beta) = 4.229 / 4.226 eV
Charge = -2
ΔE to the lowest compared entry with this formula, charge and spin = 0.00 kJ/mol
Multiplicity = 5

Each line ends with the Löwdin charge.
Element x y z (Å)
Cr  1.473  0.006  -0.158  0.5853
N  1.560  -3.214  3.255  0.0620
N  0.286  -2.682  -2.886  -0.0318
C  2.001  1.951  -1.210  -0.2871
C  3.145  1.166  -0.866  -0.3077
C  3.164  1.030  0.570  -0.3292
C  4.245  0.441  1.410  -0.0918
H  5.032  -0.003  0.791  0.0671
H  3.823  -0.311  2.094  0.0252
H  4.728  1.230  2.003  0.0714
C  1.981  1.662  1.085  -0.3154
C  1.612  1.771  2.522  -0.0534
H  2.052  2.676  2.967  0.0809
H  1.959  0.902  3.086  0.0555
H  0.523  1.832  2.645  0.0268
C  1.237  2.188  -0.022  -0.3060
C  0.048  3.079  0.105  -0.0509
H  -0.752  2.580  0.670  0.0457
H  -0.362  3.367  -0.868  0.0658
H  0.274  4.015  0.639  0.0783
C  4.298  0.868  -1.771  -0.0469
H  5.058  1.655  -1.645  0.0793
H  3.996  0.851  -2.823  0.0466
H  4.773  -0.096  -1.544  0.0773
C  1.911  2.751  -2.453  -0.0383
H  0.887  3.064  -2.669  0.0636
H  2.286  2.202  -3.324  0.0642
H  2.513  3.672  -2.384  0.0873
C  0.795  -4.253  3.587  -0.2043
H  0.910  -4.651  4.610  0.0824
C  -0.130  -4.830  2.702  -0.1467
H  -0.689  -5.693  3.042  0.0621
C  -0.323  -4.290  1.429  -0.1295
H  -1.082  -4.682  0.749  0.0944
C  0.498  -3.259  1.031  -0.0664
H  0.475  -2.812  0.035  0.0762
C  1.398  -2.692  2.010  -0.4672
C  2.107  -1.506  1.622  -0.1549
H  2.917  -1.799  0.874  0.0091
C  0.370  -1.385  -2.952  -0.2330
C  0.885  -3.235  -4.031  -0.1943
H  0.940  -4.310  -4.184  0.0648
C  1.307  -2.218  -4.842  -0.1223
H  1.787  -2.231  -5.794  0.0640
N  0.902  -1.032  -4.201  -0.0562
C  0.907  0.257  -4.722  -0.1461
C  1.911  0.687  -5.619  -0.2055
C  1.628  1.814  -6.395  -0.0356
H  2.337  2.088  -7.180  0.1059
C  0.479  2.573  -6.199  -0.3088
C  0.190  3.727  -7.092  -0.0845
H  -0.383  4.493  -6.565  0.0692
H  -0.397  3.426  -7.970  0.0733
H  1.116  4.172  -7.462  0.0670
C  -0.413  2.232  -5.184  -0.0189
H  -1.303  2.834  -5.003  0.1095
C  -0.198  1.079  -4.405  -0.1921
C  -1.093  0.709  -3.267  -0.0937
H  -1.520  -0.296  -3.385  0.0742
H  -1.921  1.430  -3.221  0.0687
H  -0.558  0.732  -2.298  0.0497
C  3.268  0.044  -5.736  -0.0509
H  3.237  -0.941  -6.214  0.0551
H  3.816  -0.047  -4.788  0.0736
H  3.875  0.687  -6.388  0.0676
C  -4.770  3.074  3.450  -0.1214
C  -3.402  3.341  3.588  -0.0993
C  -2.459  2.393  3.175  -0.1221
C  -2.896  1.177  2.619  -0.4018
C  -4.261  0.936  2.415  -0.1031
C  -5.197  1.889  2.841  -0.1052
As  -1.516  -0.143  2.146  1.3860
C  -1.025  -0.429  4.055  -0.3540
C  0.309  -0.756  4.320  -0.1302
C  0.710  -1.095  5.601  -0.0849
C  -0.187  -0.980  6.671  -0.1100
C  -1.510  -0.595  6.426  -0.1162
C  -1.936  -0.322  5.119  -0.1320
C  -2.683  -1.707  1.848  -0.3980
C  -3.075  -2.565  2.881  -0.0983
C  -3.975  -3.602  2.609  -0.0990
C  -4.455  -3.798  1.314  -0.1143
C  -4.004  -2.983  0.267  -0.0962
C  -3.107  -1.944  0.529  -0.1186
H  -5.502  3.797  3.816  0.0867
H  -3.061  4.283  4.021  0.0942
H  -1.392  2.583  3.309  0.0921
H  -4.587  0.006  1.948  0.0915
H  -6.262  1.696  2.698  0.0916
H  1.032  -0.803  3.492  0.0348
H  1.728  -1.464  5.765  0.1041
H  0.150  -1.196  7.686  0.0856
H  -2.219  -0.516  7.252  0.0854
H  -2.973  -0.028  4.933  0.0987
H  -2.687  -2.422  3.888  0.0908
H  -4.303  -4.251  3.425  0.0949
H  -5.178  -4.592  1.112  0.0889
H  -4.357  -3.152  -0.752  0.0969
H  -2.744  -1.307  -0.281  0.1027

=====

> Look up the ΔE to the lowest compared entry with this formula, charge and spin of the first one.

321.23 kJ/mol